Record 1
The following is a quantum chemistry calculation of C27H49FeN4O10P2Se as an isolated structure, from the OMol25 dataset.

Last column: Mulliken spin population.
CARTESIAN COORDINATES (ANGSTROEM)
Se -0.693 2.526 -1.113  0.0403
Fe -0.536 -0.313 -0.953  3.5739
P 2.480 0.592 0.286  0.0527
P 0.209 0.601 2.248  0.0207
O -0.604 -0.071 1.205  0.0327
O -2.609 -1.833 -4.098  0.0116
O 3.319 -0.435 1.138  0.0008
O 0.934 -0.327 3.276  -0.0058
O 3.452 1.550 -0.497  0.0022
O -1.566 -0.514 -2.658  0.0746
O -0.450 -2.495 -0.754  0.0277
O -0.640 1.612 3.103  0.0023
O -5.120 -2.125 -3.932  0.0005
O 1.631 -0.063 -0.742  0.0834
N -2.017 2.253 -3.633  0.0004
N 0.187 -4.616 -1.091  0.0018
N 0.135 2.141 -3.821  0.0023
N 1.247 -2.907 -2.229  0.0045
C 1.032 -5.670 -1.615  0.0004
C -3.031 1.908 3.111  0.0000
C -1.736 2.035 -4.962  -0.0001
C 0.085 -0.385 5.562  0.0001
C 0.298 -3.301 -1.343  -0.0139
C 1.542 2.171 -3.482  0.0004
C 5.060 -2.073 0.911  0.0000
C -0.869 2.305 -2.938  0.0018
C 2.652 -2.740 1.352  -0.0001
C -3.796 -1.234 -2.140  0.0053
C -0.394 1.968 -5.082  -0.0003
C -6.188 -1.544 -1.924  -0.0013
C 4.445 2.508 -0.057  0.0007
C -2.578 -1.226 -3.027  0.0312
C -1.454 3.859 2.803  0.0001
C 1.621 1.522 1.574  0.0069
C 0.319 -1.185 4.293  0.0000
C -6.129 -1.109 -0.618  0.0019
C -4.909 -0.760 -0.042  0.0031
C -3.764 -0.814 -0.809  0.0394
C 3.785 3.844 0.244  -0.0001
C -5.022 -1.647 -2.689  -0.0013
C -3.334 2.391 -3.045  0.0002
C -1.726 2.396 2.514  -0.0001
C 5.273 2.002 1.112  -0.0001
C -0.944 -1.856 3.783  0.0002
C 3.596 -1.784 0.648  0.0013
H 1.818 1.306 -2.880  0.0008
H 1.697 -3.566 -2.840  -0.0001
H 2.852 -3.761 1.028  0.0000
H 4.552 4.609 0.352  0.0000
H -2.230 4.468 2.342  0.0000
H -4.863 -0.448 0.994  0.0007
H 5.317 -3.067 0.547  0.0000
H -2.820 -0.533 -0.358  -0.0162
H 5.786 1.074 0.863  0.0000
H -3.867 2.444 2.662  0.0000
H 6.020 2.753 1.365  0.0000
H -3.039 2.082 4.188  0.0001
H 0.588 -6.629 -1.370  0.0000
H -1.738 2.225 1.436  0.0041
H -7.038 -1.046 -0.034  0.0003
H 2.787 -2.673 2.433  -0.0001
H 3.215 3.794 1.174  -0.0001
H -1.724 -1.112 3.613  -0.0002
H 0.220 1.812 -5.951  0.0000
H 5.688 -1.344 0.399  0.0000
H -0.508 -4.849 -0.402  -0.0001
H -3.414 3.351 -2.538  0.0005
H -0.679 0.373 5.392  -0.0001
H 1.617 -2.485 1.111  0.0023
H 2.308 1.726 2.395  0.0000
H -4.081 2.328 -3.832  0.0001
H 5.085 2.614 -0.933  -0.0001
H -0.488 4.161 2.394  0.0000
H 1.089 -1.936 4.471  0.0002
H 3.113 4.133 -0.564  0.0002
H 1.243 2.454 1.148  0.0012
H 3.393 -1.809 -0.424  -0.0006
H 2.037 -5.633 -1.186  0.0001
H 1.757 3.069 -2.904  0.0005
H -1.301 -2.569 4.524  0.0000
H -2.499 1.936 -5.713  0.0002
H 1.004 0.110 5.877  0.0001
H -1.452 4.039 3.878  0.0001
H -3.155 0.842 2.921  -0.0002
H -0.758 -2.378 2.844  0.0000
H -0.244 -1.052 6.357  0.0000
H -3.504 1.598 -2.319  0.0009
H 1.107 -5.615 -2.703  0.0000
H 5.269 -2.024 1.981  0.0000
H 1.206 -1.948 -2.526  0.0035
H -4.202 -2.167 -4.290  -0.0002
H 2.126 2.183 -4.399  -0.0002
H 4.644 1.831 1.988  -0.0001
H -7.126 -1.827 -2.385  -0.0001

Results
- <S²> = 6.0068
- LUMO (alpha / beta) (Ha) = -0.0612 / -0.0624
- 2S+1 = 5
- net charge = +1
- energy relative to the best compared isomer or geometry (same formula, charge and spin) (kJ/mol) = 13.4
- Kohn-Sham gap (alpha / beta) (Eh) = 0.3083 / 0.3071

***

Record 2
The following is a quantum chemistry calculation of a 3-piece molecular cluster, C27H50I2N2O7PS2 overall, from the OMol25 dataset.

Last column: Löwdin charge in e.
CARTESIAN COORDINATES (ANGSTROEM)
I 3.171 1.883 4.146  0.9353
I 1.593 6.665 4.204  0.8601
S -0.334 2.309 4.699  0.4097
S 1.938 0.354 0.796  0.9343
P -0.039 3.827 3.009  0.3418
O 5.084 -5.584 -4.576  0.1235
O 0.919 -8.433 0.791  -0.0022
O 0.637 -0.023 -1.617  0.0503
O 1.314 -6.567 -0.215  0.0401
O 4.685 -4.887 -6.688  0.0365
O 2.039 -6.823 1.912  0.1230
O 6.719 -4.879 -5.965  0.0047
N 0.318 -2.165 -1.595  0.0489
N 0.950 -1.803 -0.415  0.0497
C -0.073 5.198 1.659  -0.3621
C 1.124 -0.540 -0.454  -0.7100
C 3.281 -5.108 -6.484  -0.2121
C 1.072 -9.272 1.933  -0.0525
C 2.724 3.953 4.236  -0.8648
C -1.770 3.121 2.524  -0.2665
C -2.905 3.412 3.298  -0.2404
C 3.370 -5.290 -0.523  -0.0610
C 1.483 -7.224 0.923  -0.6153
C -2.630 4.534 -1.296  -0.1958
C -6.223 3.189 -0.645  -0.2194
C -6.085 1.742 -0.147  -0.2212
C 0.164 -1.099 -2.251  -0.2226
C 2.643 -3.967 -5.721  -0.0635
C 5.457 -5.163 -5.638  -0.6146
C -5.496 1.586 1.261  -0.2639
C -1.280 5.288 0.714  -0.2509
C -3.697 3.485 -0.916  -0.1915
C -1.288 4.404 -0.544  -0.2153
C 1.881 -5.241 -0.262  -0.2076
C 7.654 -5.070 -4.902  -0.0413
C 1.600 4.539 3.822  -0.7721
C -5.006 4.094 -0.436  -0.2251
C -6.417 0.812 2.204  -0.1181
C 0.566 1.175 1.779  -0.5095
C 0.879 2.660 1.806  -0.4566
C 3.899 4.653 4.862  -0.3014
H -1.887 2.529 1.586  0.0545
H 3.903 -5.759 0.305  0.0731
H -1.033 1.277 4.193  -0.1965
H 0.575 3.003 0.818  0.0502
H 2.849 -5.183 -7.480  0.1203
H 3.763 -4.282 -0.656  0.0788
H 2.113 -9.575 2.043  0.0957
H 0.871 5.283 1.116  0.0793
H 3.618 5.087 5.814  0.0514
H -3.267 2.828 4.123  -0.0059
H -3.325 2.849 -0.118  0.0898
H -0.816 4.704 3.856  0.0006
H -1.082 3.351 -0.368  0.0827
H 4.716 3.964 5.058  0.0122
H -3.465 4.304 3.051  0.0028
H 1.651 -4.697 0.652  0.1199
H 3.035 -3.904 -4.706  0.0748
H 1.942 2.865 1.766  0.0167
H 3.583 -5.872 -1.421  0.0767
H -0.525 4.808 -1.208  0.1062
H -5.283 2.538 1.728  0.0766
H -3.020 5.511 -1.010  0.0943
H 7.501 -4.321 -4.127  0.0996
H -7.057 3.636 -0.103  0.1043
H -7.198 1.463 2.595  0.0672
H -3.925 2.918 -1.818  0.1088
H -5.850 0.461 3.060  0.0638
H 2.851 -3.016 -6.213  0.0812
H 1.564 -4.105 -5.663  0.0807
H -6.522 3.163 -1.693  0.1009
H 1.377 -4.728 -1.079  0.1019
H -0.282 -1.058 -3.221  0.1265
H -4.579 1.010 1.182  0.0982
H -4.953 4.364 0.616  0.0984
H 0.458 -10.152 1.760  0.0890
H -7.099 1.340 -0.115  0.0923
H -6.923 -0.013 1.707  0.0620
H 0.732 -8.770 2.837  0.0940
H 7.567 -6.069 -4.480  0.0945
H -1.195 6.289 0.281  0.1049
H -2.242 5.354 1.219  0.1000
H 4.286 5.413 4.195  0.0422
H 8.645 -4.947 -5.330  0.0911
H 0.616 0.656 2.725  0.0027
H -2.478 4.568 -2.372  0.0988
H -0.329 0.943 1.216  0.0645
H -0.151 6.119 2.229  -0.0283
H -5.557 1.146 -0.888  0.0993
H -5.213 5.023 -0.969  0.1041
H 3.121 -6.062 -5.982  0.1226

Results
- LUMO (Ha) = 0.0726
- net charge = -1
- Kohn-Sham gap (Eh) = 0.1644

***

no.,DFT total energy (Eh)
1,-6377.70335
2,-3427.84878